No. 1
A molecular structure, C23H14ClN3O6S2W. Source: the OMol25 dataset; level of theory: ωB97M-V/def2-TZVPD.

The geometry in XYZ format:
```
50
Properties=species:S:1:pos:R:3:nbo_charge:R:1
W 0.047 -0.375 -0.958 1.584
O 0.971 -2.095 4.638 -0.631
C 1.979 -2.486 3.868 0.773
O 2.931 -3.066 4.292 -0.500
C 1.907 -2.170 2.396 -0.195
C 2.882 -2.561 1.454 0.214
Cl 4.337 -3.352 1.680 0.230
N 2.506 -2.139 0.235 -0.152
N 1.327 -1.491 0.326 -0.358
C 0.969 -1.519 1.626 0.066
C -0.370 -0.946 1.881 0.783
O -0.913 -0.818 2.927 -0.453
O -0.942 -0.558 0.693 -0.716
C 3.169 -2.318 -1.035 0.145
C 3.539 -1.192 -1.748 -0.250
C 4.138 -1.358 -2.988 -0.191
C 4.365 -2.636 -3.481 -0.168
C 3.997 -3.753 -2.739 -0.169
C 3.386 -3.602 -1.505 -0.224
H 0.274 -1.608 4.166 0.503
H 3.437 -0.205 -1.310 0.237
H 4.454 -0.491 -3.552 0.242
H 4.848 -2.764 -4.440 0.245
H 4.186 -4.747 -3.121 0.245
H 3.082 -4.465 -0.927 0.244
O 0.402 2.534 1.177 -0.397
C 0.057 2.101 0.145 0.748
O 0.892 1.259 -0.674 -0.667
C -1.301 2.153 -0.471 0.075
C -2.201 3.166 -0.282 -0.157
C -3.466 3.019 -0.849 -0.088
C -3.769 1.864 -1.548 -0.199
C -2.809 0.874 -1.687 0.093
N -1.590 1.033 -1.172 -0.465
H -1.921 4.037 0.294 0.277
H -4.206 3.799 -0.735 0.265
H -4.746 1.715 -1.985 0.267
H -3.004 -0.049 -2.214 0.235
S -0.851 -2.344 -1.839 0.253
C -0.792 -2.286 -3.555 -0.121
C -1.324 -3.329 -4.317 -0.216
C -1.271 -3.240 -5.694 -0.143
C -0.703 -2.125 -6.320 -0.154
C -0.180 -1.087 -5.576 -0.169
C -0.211 -1.170 -4.180 -0.272
S 0.465 0.088 -3.229 0.318
H -1.773 -4.186 -3.832 0.252
H -1.678 -4.043 -6.294 0.254
H -0.676 -2.071 -7.400 0.254
H 0.256 -0.223 -6.060 0.251
```

Summary:
- Lowest unoccupied orbital energy (alpha / beta): -9.150 / -9.151 eV
- HOMO level (alpha / beta): -15.2084 / -15.2083 eV
- Largest force on an atom: 0.0171 Eh/bohr
- Net charge: +2



No. 2
A molecular structure, C23H15AsCoO5 in a non-equilibrium geometry. Source: the OMol25 dataset; level of theory: ωB97M-V/def2-TZVPD.

The geometry in XYZ format:
```
45
Properties=species:S:1:pos:R:3:mulliken_spin:R:1
O 1.382 -0.308 2.798 -0.014
C 0.853 -0.135 1.797 0.129
Co 0.016 -0.165 -0.062 1.737
O 0.536 -2.985 -0.622 -0.013
C 0.336 -1.877 -0.387 -0.022
C -0.759 0.281 -1.593 0.031
O -1.241 0.480 -2.625 -0.012
C 1.581 0.365 -0.745 0.008
O 2.605 0.634 -1.204 -0.012
C -1.574 -0.476 0.696 0.008
O -2.580 -0.708 1.207 -0.014
C 1.457 4.771 4.345 0.069
C 0.794 3.553 4.536 0.159
C 0.278 2.856 3.436 -0.006
C 0.409 3.398 2.149 0.145
C 1.046 4.631 1.956 0.154
C 1.586 5.305 3.060 -0.012
As -0.361 2.374 0.640 0.202
C -2.299 2.680 0.915 0.268
C -3.184 2.191 -0.049 0.006
C -4.565 2.328 0.154 0.245
C -5.052 2.893 1.335 0.257
C -4.159 3.340 2.312 0.046
C -2.777 3.252 2.102 0.118
C 0.286 3.467 -0.869 0.151
C -0.613 4.043 -1.768 -0.033
C -0.113 4.739 -2.876 0.158
C 1.268 4.852 -3.071 0.123
C 2.156 4.270 -2.161 -0.035
C 1.669 3.574 -1.049 0.129
H 1.868 5.306 5.201 0.001
H 0.673 3.142 5.541 -0.001
H -0.241 1.906 3.588 -0.001
H 1.116 5.076 0.963 0.012
H 2.099 6.258 2.909 0.001
H -2.820 1.711 -0.960 0.020
H -5.260 1.972 -0.612 0.000
H -6.125 2.973 1.500 -0.009
H -4.536 3.760 3.249 0.007
H -2.092 3.621 2.865 0.004
H -1.688 3.963 -1.607 0.005
H -0.808 5.190 -3.590 0.000
H 1.651 5.394 -3.938 -0.001
H 3.236 4.356 -2.314 0.001
H 2.365 3.159 -0.318 -0.008
```

Summary:
- Multiplicity: 5
- Lowest unoccupied orbital energy (alpha / beta): -9.764 / -14.381 eV
- HOMO level (alpha / beta): -17.4122 / -17.7881 eV
- Largest force on an atom: 0.1465 Eh/bohr
- Expectation value of S²: 6.074
- Net charge: +3



No. 3
A molecular structure, C23H15Cl2N5O4OsSe in a non-equilibrium geometry. Source: the OMol25 dataset; level of theory: ωB97M-V/def2-TZVPD.

The geometry in XYZ format:
```
51
Properties=species:S:1:pos:R:3:mulliken_spin:R:1
Os 0.788 0.482 0.592 3.285
O -0.848 -5.792 1.771 0.001
C 0.181 -4.891 1.982 -0.002
O 1.014 -5.206 2.788 0.003
C -0.034 -3.584 1.229 0.006
C -0.631 -3.480 -0.084 0.047
Cl -1.076 -4.727 -1.238 0.011
N -0.535 -2.171 -0.461 -0.018
N 0.212 -1.457 0.499 0.112
C 0.428 -2.302 1.493 0.005
C 1.165 -1.646 2.625 0.014
O 1.354 -2.086 3.732 0.054
O 1.562 -0.402 2.198 0.109
C -1.125 -1.549 -1.643 -0.004
C -2.487 -1.878 -1.875 -0.009
C -3.142 -1.259 -2.912 0.008
C -2.446 -0.279 -3.712 -0.002
C -1.085 -0.026 -3.496 0.029
C -0.420 -0.653 -2.458 0.069
H -1.444 -5.534 1.082 0.000
H -3.070 -2.414 -1.132 0.000
H -4.164 -1.557 -3.163 0.000
H -2.985 0.358 -4.405 0.000
H -0.579 0.744 -4.107 0.000
H 0.590 -0.494 -2.143 -0.055
Se 3.668 4.021 0.831 0.004
N 5.036 3.142 -0.157 0.025
C 4.673 1.891 -0.365 0.001
C 5.291 0.946 -1.216 0.028
C 4.597 -0.227 -1.447 -0.004
C 3.265 -0.412 -1.040 0.001
N 2.686 0.417 -0.163 0.140
C 3.358 1.541 0.260 0.007
N 2.611 2.469 0.805 0.005
H 6.310 1.072 -1.551 -0.001
H 5.015 -1.011 -2.029 0.001
H 2.643 -1.196 -1.417 -0.001
Cl -2.458 4.349 -0.894 0.003
C -2.493 3.316 0.532 0.013
C -3.549 3.703 1.469 0.003
C -3.584 3.160 2.735 0.001
C -2.573 2.277 3.159 0.024
C -1.608 1.899 2.247 0.012
C -1.518 2.415 0.905 -0.009
C -0.381 2.016 -0.077 0.042
H -4.243 4.440 1.114 0.000
H -4.290 3.561 3.428 0.000
H -2.482 1.957 4.221 0.001
H -0.748 1.217 2.524 -0.011
H 0.261 2.924 0.065 0.022
H -0.715 1.917 -1.101 0.031
```

Summary:
- Multiplicity: 5
- Lowest unoccupied orbital energy (alpha / beta): -8.573 / -9.568 eV
- HOMO level (alpha / beta): -14.2394 / -14.2378 eV
- Largest force on an atom: 0.0821 Eh/bohr
- Expectation value of S²: 6.023
- Net charge: +2



No. 4
A molecular structure, C23H15Co2N2O6 in a non-equilibrium geometry. Source: the OMol25 dataset; level of theory: ωB97M-V/def2-TZVPD.

The geometry in XYZ format:
```
48
Properties=species:S:1:pos:R:3:nbo_charge:R:1
O -2.925 0.838 -3.116 -0.557
C -1.872 0.733 -2.693 0.465
Co -0.251 0.442 -2.021 -0.103
C 0.826 1.871 -2.367 0.505
O 1.495 2.756 -2.626 -0.545
C -0.508 0.126 -0.257 0.514
O -0.736 -0.142 0.826 -0.541
C -0.099 -1.645 -2.413 -0.218
C -1.527 -2.087 -2.332 -0.126
C -2.134 -2.187 -1.087 -0.197
C -3.487 -2.426 -0.965 -0.214
C -4.258 -2.604 -2.090 -0.242
C -3.675 -2.526 -3.336 -0.223
C -2.321 -2.299 -3.443 -0.177
C 0.480 -0.755 -3.445 -0.346
C 0.103 -0.893 -4.844 -0.302
Co 1.942 -1.768 -2.395 -0.027
C 1.809 -2.244 -0.647 0.540
O 1.681 -2.541 0.444 -0.534
C 3.162 -0.407 -2.434 0.542
O 3.916 0.446 -2.461 -0.541
C 2.359 -3.200 -3.409 0.498
O 2.617 -4.102 -4.055 -0.544
H -1.532 -2.054 -0.204 0.221
H -3.958 -2.432 0.009 0.202
H -5.304 -2.863 -1.995 0.196
H -4.294 -2.600 -4.217 0.199
H -1.882 -2.279 -4.419 0.198
H 0.861 -0.773 -5.609 0.182
H -0.914 -0.736 -5.142 0.176
C 3.105 1.984 1.470 -0.665
C 2.165 2.028 2.611 0.397
N 0.989 1.435 2.624 -0.462
C 0.436 1.695 3.845 0.152
C 1.325 2.492 4.599 0.089
C 1.004 2.904 5.896 -0.249
C -0.198 2.512 6.420 -0.227
C -1.086 1.717 5.680 -0.243
C -0.789 1.306 4.409 -0.205
N 2.420 2.694 3.796 -0.552
H 2.698 1.381 0.659 0.270
H 3.295 2.986 1.084 0.224
H 4.057 1.547 1.770 0.219
H 1.697 3.512 6.448 0.202
H -0.464 2.818 7.418 0.204
H -2.021 1.423 6.125 0.206
H -1.463 0.694 3.839 0.227
H 3.254 3.226 4.050 0.413
```

Summary:
- Lowest unoccupied orbital energy: 2.111 eV
- HOMO level: -3.2643 eV
- Largest force on an atom: 0.0985 Eh/bohr
- Net charge: -1



What did the second record say?
A molecular structure, C23H15AsCoO5 in a non-equilibrium geometry. Source: the OMol25 dataset; level of theory: ωB97M-V/def2-TZVPD.

The geometry in XYZ format:
```
45
Properties=species:S:1:pos:R:3:mulliken_spin:R:1
O 1.382 -0.308 2.798 -0.014
C 0.853 -0.135 1.797 0.129
Co 0.016 -0.165 -0.062 1.737
O 0.536 -2.985 -0.622 -0.013
C 0.336 -1.877 -0.387 -0.022
C -0.759 0.281 -1.593 0.031
O -1.241 0.480 -2.625 -0.012
C 1.581 0.365 -0.745 0.008
O 2.605 0.634 -1.204 -0.012
C -1.574 -0.476 0.696 0.008
O -2.580 -0.708 1.207 -0.014
C 1.457 4.771 4.345 0.069
C 0.794 3.553 4.536 0.159
C 0.278 2.856 3.436 -0.006
C 0.409 3.398 2.149 0.145
C 1.046 4.631 1.956 0.154
C 1.586 5.305 3.060 -0.012
As -0.361 2.374 0.640 0.202
C -2.299 2.680 0.915 0.268
C -3.184 2.191 -0.049 0.006
C -4.565 2.328 0.154 0.245
C -5.052 2.893 1.335 0.257
C -4.159 3.340 2.312 0.046
C -2.777 3.252 2.102 0.118
C 0.286 3.467 -0.869 0.151
C -0.613 4.043 -1.768 -0.033
C -0.113 4.739 -2.876 0.158
C 1.268 4.852 -3.071 0.123
C 2.156 4.270 -2.161 -0.035
C 1.669 3.574 -1.049 0.129
H 1.868 5.306 5.201 0.001
H 0.673 3.142 5.541 -0.001
H -0.241 1.906 3.588 -0.001
H 1.116 5.076 0.963 0.012
H 2.099 6.258 2.909 0.001
H -2.820 1.711 -0.960 0.020
H -5.260 1.972 -0.612 0.000
H -6.125 2.973 1.500 -0.009
H -4.536 3.760 3.249 0.007
H -2.092 3.621 2.865 0.004
H -1.688 3.963 -1.607 0.005
H -0.808 5.190 -3.590 0.000
H 1.651 5.394 -3.938 -0.001
H 3.236 4.356 -2.314 0.001
H 2.365 3.159 -0.318 -0.008
```

Summary:
- Multiplicity: 5
- Lowest unoccupied orbital energy (alpha / beta): -9.764 / -14.381 eV
- HOMO level (alpha / beta): -17.4122 / -17.7881 eV
- Largest force on an atom: 0.1465 Eh/bohr
- Expectation value of S²: 6.074
- Net charge: +3



Among the records above, which one has the lowest net charge?
C23H15Co2N2O6



Among the records above, which one has the lowest net charge?
C23H15Co2N2O6